A molecular structure, C3H6N2 in a non-equilibrium geometry. Source: OMol25; level of theory: ωB97M-V/def2-TZVPD.

Properties
energy above the lowest of the compared OMol25 structures with the same formula, charge and spin: 506.9 kJ/mol
total charge: 0
E_HOMO: -8.6 eV
orbital gap: 9.48 eV
max |F|: 5.89 eV/A

Geometry as XYZ:
```
11
C3H6N2 ωB97M-V/def2-TZVPD
C 1.55 0.23 0.01
C 0.56 1.10 0.01
C 0.54 -0.90 0.28
N -0.34 0.20 0.56
N -2.08 0.22 -0.06
H 2.69 0.33 -0.09
H 0.42 2.10 -0.09
H 0.47 -1.68 -0.53
H 0.56 -1.55 1.19
H -2.05 -0.75 -0.37
H -2.31 0.70 -0.90
```

Here are the Mulliken charges for atoms 1 to 6, given in e:
1 C -0.39
2 C -0.22
3 C -0.32
4 N -0.22
5 N -0.49
6 H 0.28

=====

2 unconnected molecules or ions with the total composition C3H12N3 in a non-equilibrium geometry. Source: OMol25; level of theory: ωB97M-V/def2-TZVPD.

Properties
energy above the lowest of the compared OMol25 structures with the same formula, charge and spin: 285.3 kJ/mol
total charge: +1
E_HOMO: -14.5 eV
orbital gap: 10.98 eV
max |F|: 4.67 eV/A

Geometry as XYZ:
```
18
C3H12N3 ωB97M-V/def2-TZVPD
C -2.14 0.97 -0.70
C -1.48 1.94 0.22
C 1.15 -0.66 -0.52
N 1.02 -1.52 -1.57
N 1.75 -0.99 0.57
N 2.36 -2.19 0.95
H -3.07 0.77 -0.32
H -2.37 1.42 -1.69
H -1.44 0.10 -1.05
H -2.10 2.81 0.52
H -0.59 2.43 -0.15
H 0.73 0.33 -0.48
H 0.79 -1.09 -2.46
H 2.98 -2.52 0.27
H 1.85 -0.47 1.40
H 1.27 -2.54 -1.57
H 2.82 -2.19 1.82
H -1.21 1.26 1.05
```

Here are the Mulliken charges for atoms 1 to 6, given in e:
1 C -0.63
2 C -0.87
3 C 0.08
4 N -0.40
5 N 0.23
6 N -0.69

=====

2 unconnected molecules or ions with the total composition C2H9N3O in a non-equilibrium geometry. Source: OMol25; level of theory: ωB97M-V/def2-TZVPD.

Properties
energy above the lowest of the compared OMol25 structures with the same formula, charge and spin: 116.7 kJ/mol
total charge: +1
E_HOMO (spin up / spin down): -13.9 / -13.7 eV
orbital gap (spin up / spin down): 10.54 / 4.68 eV
spin multiplicity: 2
max |F|: 2.71 eV/A

Geometry as XYZ:
```
15
C2H9N3O ωB97M-V/def2-TZVPD
N 1.34 -0.58 1.06
C 1.98 -0.27 -0.02
N 1.80 0.88 -0.69
H -0.10 0.36 1.05
H 1.67 -1.49 1.39
H 2.73 -0.96 -0.41
H 2.13 0.93 -1.64
H 1.02 1.46 -0.41
N -1.73 -0.45 -0.85
C -1.88 0.35 0.34
O -0.74 1.02 0.67
H -0.84 -0.95 -0.85
H -2.51 -1.11 -1.00
H -2.67 1.10 0.16
H -2.20 -0.27 1.19
```

Here are the Mulliken charges for atoms 1 to 6, given in e:
1 N -0.62
2 C -0.01
3 N -0.34
4 H 0.39
5 H 0.22
6 H 0.37

=====

A single C18H18B2N2O8S2 molecule in a non-equilibrium geometry. Source: OMol25; level of theory: ωB97M-V/def2-TZVPD.

Properties
energy above the lowest of the compared OMol25 structures with the same formula, charge and spin: 57.4 kJ/mol
total charge: 0
E_HOMO: -8.6 eV
orbital gap: 8.40 eV
max |F|: 4.47 eV/A
SMILES: O=S(=O)(Nc1cccc(B(O)O)c1)c1cccc(S(=O)(=O)Nc2cccc(B(O)O)c2)c1

Geometry as XYZ:
```
50
C18H18B2N2O8S2 ωB97M-V/def2-TZVPD
O -1.87 0.84 -1.14
O -2.05 2.94 0.49
O 1.07 1.07 -5.25
O 3.45 2.11 -4.84
O -1.28 -2.35 5.94
O -0.28 -3.34 3.97
O -0.48 -3.16 1.01
O 1.67 -2.20 1.47
B -1.00 -2.33 4.59
B 0.64 -2.51 0.58
C -3.36 0.25 3.16
C -0.37 -2.03 -3.04
C 1.46 4.50 -1.85
C -2.86 -0.78 3.92
C -0.23 -2.58 -1.78
C -2.53 0.91 2.28
C 0.58 -1.18 -3.53
C -0.73 -0.55 2.78
C 1.71 -1.27 -1.43
C 0.49 3.94 -1.03
C 1.99 3.75 -2.86
C 0.55 1.91 -2.22
C -1.55 -1.19 3.70
C 0.78 -2.14 -0.93
C -1.18 0.53 2.03
C 1.66 -0.78 -2.72
C 0.03 2.67 -1.22
C 1.53 2.46 -3.06
N -0.39 1.08 1.03
N 2.57 0.16 -3.18
S -1.24 1.88 -0.24
S 2.24 1.39 -4.36
H -0.77 -2.95 6.49
H -0.04 -4.01 4.65
H -0.52 -3.28 1.98
H 1.48 -2.59 2.36
H -4.35 0.66 3.35
H -1.18 -2.35 -3.68
H 1.78 5.52 -1.70
H -3.47 -1.28 4.67
H -0.94 -3.31 -1.43
H -2.90 1.74 1.68
H 0.42 -0.71 -4.48
H 0.31 -0.84 2.64
H 2.47 -0.98 -0.72
H 0.08 4.55 -0.23
H 2.86 4.15 -3.42
H 0.23 0.89 -2.38
H 0.14 0.37 0.57
H 3.37 0.45 -2.64
```

Here are the Mulliken charges for atoms 1 to 6, given in e:
1 O -0.61
2 O -0.74
3 O -0.58
4 O -0.63
5 O -0.54
6 O -0.78

=====

15 unconnected molecules or ions with the total composition C44H125N7O23 in a non-equilibrium geometry. Source: OMol25; level of theory: ωB97M-V/def2-TZVPD.

Properties
energy above the lowest of the compared OMol25 structures with the same formula, charge and spin: 300.7 kJ/mol
total charge: 0
E_HOMO: -8.8 eV
orbital gap: 9.07 eV
max |F|: 3.44 eV/A

Geometry as XYZ:
```
199
C44H125N7O23 ωB97M-V/def2-TZVPD
C 0.07 0.92 2.31
C -0.39 -0.04 1.20
C 0.08 0.27 -0.20
O -0.73 -0.41 -1.16
C -0.31 -0.21 -2.50
N -0.01 -1.42 1.57
H -0.41 1.89 2.16
H 1.12 1.05 2.58
H -0.35 0.60 3.26
H -1.48 0.01 1.17
H 1.05 -0.17 -0.43
H 0.12 1.35 -0.33
H 0.56 -0.84 -2.70
H -0.17 0.78 -2.91
H -1.16 -0.63 -3.03
H -0.24 -2.02 0.78
H -0.67 -1.74 2.26
C 2.19 0.93 -7.17
C 1.90 1.57 -5.79
C 0.47 2.08 -5.61
O 0.43 2.87 -4.47
C -0.89 3.41 -4.24
N 2.27 0.76 -4.73
H 1.50 0.08 -7.23
H 3.22 0.59 -7.30
H 1.95 1.54 -8.03
H 2.63 2.38 -5.80
H -0.20 1.22 -5.62
H 0.22 2.75 -6.43
H -0.84 4.09 -3.39
H -1.70 2.70 -4.08
H -1.18 4.05 -5.07
H 3.26 0.55 -4.76
H 2.03 1.24 -3.87
C 3.96 0.55 -1.72
C 4.54 0.55 -0.26
C 6.01 0.00 -0.29
O 6.60 0.02 0.98
C 7.72 -0.81 1.08
N 4.52 1.99 0.15
H 2.88 0.68 -1.68
H 4.18 -0.44 -2.10
H 4.51 1.19 -2.41
H 3.90 -0.03 0.40
H 6.67 0.54 -0.98
H 5.89 -1.03 -0.64
H 8.51 -0.62 0.35
H 7.36 -1.83 1.21
H 8.25 -0.57 2.00
H 5.37 2.40 -0.21
H 4.75 2.08 1.13
C 0.74 -4.86 -8.89
C -0.42 -3.89 -8.83
C -0.07 -2.61 -8.05
O -0.13 -2.96 -6.67
C -0.13 -1.89 -5.70
N -0.89 -3.48 -10.17
H 0.57 -5.94 -8.91
H 1.36 -4.66 -8.02
H 1.29 -4.57 -9.78
H -1.18 -4.45 -8.29
H -0.83 -1.83 -8.19
H 0.84 -2.14 -8.42
H 0.07 -2.30 -4.72
H -1.04 -1.28 -5.73
H 0.74 -1.24 -5.82
H -0.21 -2.90 -10.62
H -1.01 -4.29 -10.77
C 3.29 -5.21 1.22
C 4.48 -4.54 0.60
C 4.05 -3.49 -0.48
O 3.60 -4.24 -1.64
C 3.27 -3.39 -2.69
N 5.20 -3.92 1.68
H 3.45 -5.50 2.26
H 3.05 -6.16 0.73
H 2.36 -4.64 1.25
H 5.23 -5.26 0.27
H 4.91 -2.88 -0.75
H 3.28 -2.80 -0.14
H 4.11 -2.83 -3.09
H 2.42 -2.74 -2.47
H 3.10 -4.00 -3.57
H 5.21 -4.56 2.46
H 4.62 -3.14 1.93
C -5.13 -2.72 -0.98
C -3.92 -3.01 -0.11
C -2.80 -3.86 -0.68
O -1.71 -4.19 0.25
C -0.64 -4.85 -0.45
N -3.42 -1.73 0.41
H -5.95 -2.11 -0.60
H -5.51 -3.67 -1.36
H -4.80 -2.19 -1.88
H -4.24 -3.50 0.81
H -2.37 -3.31 -1.52
H -3.23 -4.79 -1.05
H 0.21 -4.95 0.23
H -0.25 -4.21 -1.24
H -0.87 -5.79 -0.95
H -2.96 -2.03 1.26
H -2.59 -1.42 -0.08
C -0.50 2.16 5.99
C -1.32 2.69 7.21
C -1.48 4.22 7.26
O -0.22 4.90 7.35
C 0.26 4.89 8.67
N -2.62 1.96 7.26
H -0.75 2.41 4.96
H -0.39 1.09 6.14
H 0.46 2.68 6.12
H -0.77 2.25 8.04
H -2.21 4.50 8.01
H -1.95 4.39 6.29
H -0.33 5.46 9.38
H 1.27 5.31 8.65
H 0.42 3.86 9.00
H -3.10 2.16 6.39
H -3.25 2.46 7.86
C -3.49 1.84 -1.53
C -4.97 1.35 -1.59
O -5.76 2.11 -2.52
O -3.47 3.20 -1.04
H -2.99 1.75 -2.50
H -2.91 1.25 -0.82
H -5.38 1.51 -0.59
H -4.97 0.29 -1.87
H -6.41 1.50 -2.88
H -3.47 3.80 -1.79
C -3.02 1.07 -6.81
C -3.90 0.64 -5.59
O -3.16 -0.24 -4.79
O -3.75 1.90 -7.67
H -2.67 0.18 -7.34
H -2.07 1.57 -6.66
H -4.87 0.22 -5.87
H -4.13 1.54 -5.01
H -3.12 -1.10 -5.21
H -4.45 1.41 -8.10
C -1.21 5.39 3.30
C -2.28 6.32 3.69
O -3.34 5.71 4.31
O -1.47 4.59 2.13
H -1.01 4.72 4.14
H -0.20 5.78 3.19
H -2.70 6.98 2.93
H -1.89 7.06 4.39
H -3.90 6.37 4.71
H -2.26 4.05 2.18
C -1.69 -1.55 5.59
C -2.67 -1.35 4.43
O -2.29 -2.03 3.29
O -2.10 -1.12 6.91
H -0.73 -1.08 5.37
H -1.48 -2.62 5.66
H -2.80 -0.30 4.16
H -3.68 -1.55 4.78
H -2.87 -2.80 3.32
H -2.30 -0.18 6.85
C 3.80 0.27 3.29
C 2.91 -0.99 3.58
O 2.75 -1.91 2.43
O 5.12 -0.14 3.33
H 3.61 1.09 3.98
H 3.65 0.66 2.29
H 2.00 -0.72 4.13
H 3.35 -1.59 4.37
H 1.91 -1.64 2.07
H 5.40 -0.13 2.41
C -4.97 2.31 3.52
C -4.25 2.37 2.23
O -3.93 3.69 1.75
O -4.22 2.80 4.68
H -5.31 1.30 3.78
H -5.82 2.97 3.38
H -4.97 1.86 1.57
H -3.29 1.86 2.29
H -3.85 3.78 0.79
H -4.10 3.70 4.37
C 1.03 -3.90 4.36
C -0.24 -4.66 3.93
O -0.05 -6.02 3.65
O 1.44 -3.99 5.66
H 0.73 -2.86 4.35
H 1.90 -4.05 3.72
H -0.74 -4.10 3.14
H -0.94 -4.55 4.76
H 0.39 -6.38 4.42
H 1.90 -4.82 5.81
C 2.03 5.04 1.20
C 1.43 3.76 0.65
O 2.11 3.22 -0.50
O 2.06 6.08 0.22
H 3.04 4.78 1.52
H 1.51 5.45 2.07
H 0.40 3.98 0.38
H 1.41 3.07 1.49
H 2.91 2.79 -0.19
H 1.14 6.17 -0.06
```

Here are the Mulliken charges for atoms 1 to 6, given in e:
1 C -1.18
2 C 2.23
3 C -1.34
4 O -0.07
5 C 0.21
6 N 1.80

=====

> Look up the total charge of the first one.

0

=====

> Which value of total charge does entry 4 give?

0

=====

> total charge of number 5 (C44H125N7O23)?

0